1.
Density functional theory data (ωB97M-V/def2-TZVPD) for a 3-piece molecular cluster, C20H34N3O4S2 overall in a non-equilibrium geometry.

Its lowest unoccupied orbital energy is -2.776 eV. The electronic energy is -2043.463168 Ha. Its net charge is +1.

XYZ file:
```
63
Properties=species:S:1:pos:R:3:forces:R:3
O -5.246619 -1.513892 -0.471455 5.62 -1.22 -2.36
C -4.120098 -1.791085 -1.058443 -4.53 0.82 1.89
C -3.361459 -0.548803 -1.757913 -0.56 0.68 0.05
C -1.931957 -0.179503 -1.099091 0.73 -0.78 0.28
C -2.017318 0.704262 0.238201 -1.35 0.50 2.57
N -2.886027 0.268459 1.320241 1.80 2.97 0.90
C -2.845650 1.132852 2.510338 4.32 2.69 -5.08
C -1.830933 2.227003 2.025026 -2.81 -3.19 1.09
N -1.368375 1.945947 0.648643 -3.13 -3.65 2.17
C -0.422684 2.759901 -0.183795 0.60 2.11 0.32
C 0.947524 3.177880 0.618814 0.65 -0.18 -0.83
C 2.166588 2.171970 0.219962 0.07 -0.43 0.45
C 1.764290 0.616239 0.371020 0.81 -0.18 -0.20
O 1.502692 0.251029 1.779346 1.22 0.74 -1.09
N -3.669540 -3.200540 -1.071381 0.91 2.17 1.27
C -3.062798 -3.622376 0.214288 2.52 -2.08 3.90
C -3.621724 -3.241351 1.658930 1.86 -1.00 -0.17
C -2.983889 -3.702878 3.023893 1.79 -1.24 -3.69
C -1.715332 -4.644742 3.022271 -2.23 1.76 -3.65
C -1.133461 -5.058939 1.605750 -2.99 2.13 0.21
C -1.763069 -4.563123 0.217424 -1.41 0.77 3.46
H -3.287037 -0.734288 -2.896983 0.24 0.15 1.89
H -4.037713 0.395909 -1.637032 0.94 -2.02 -0.20
H -1.239186 0.294958 -1.891354 -1.21 -0.51 1.48
H -1.430794 -1.191994 -0.794932 -0.69 1.86 -0.37
H -3.530381 -0.535116 1.417310 0.85 0.17 -1.13
H -3.426560 0.990099 3.486608 1.07 0.18 -1.93
H -1.562423 3.079737 2.741683 0.00 -1.27 -1.92
H -0.184463 2.223707 -1.176616 -0.54 0.79 1.79
H -0.965246 3.776020 -0.383775 0.78 -2.06 0.07
H 1.272424 4.242168 0.262149 -0.83 -1.90 0.59
H 0.774038 3.263896 1.756760 0.21 -0.43 -1.88
H 3.100167 2.339654 0.900445 -1.85 -0.08 -1.22
H 2.541127 2.403552 -0.864077 -0.90 -0.50 1.82
H 0.831088 0.308264 -0.241824 1.40 0.57 1.15
H 2.643802 -0.043535 -0.024414 -1.52 1.22 0.58
H 2.364911 0.358216 2.268474 -1.30 -0.12 -0.80
H -3.086426 -3.435338 -1.892854 -0.06 0.13 0.88
H -4.558462 -2.553844 1.728797 1.71 -1.51 -0.27
H -3.471969 -3.337461 4.004291 0.92 -0.76 -1.87
H -1.291275 -4.966864 4.038944 -0.54 0.40 -2.01
H -0.225498 -5.758977 1.563158 -1.58 1.26 0.01
H -1.263837 -4.936178 -0.756484 -1.07 0.85 1.74
C -0.645542 -2.543761 -4.573480 -0.07 0.10 0.08
S -0.073554 -4.212163 -4.180950 0.07 -0.08 0.07
O -0.645117 -4.580228 -2.846539 0.04 0.41 -0.25
C 1.656408 -3.762000 -3.922322 0.04 0.04 0.10
H -1.724285 -2.577819 -4.737561 0.11 -0.12 -0.03
H -0.425550 -1.868742 -3.743172 0.07 -0.09 0.02
H -0.153139 -2.193852 -5.482639 -0.03 -0.07 0.04
H 1.733363 -3.011502 -3.132782 -0.09 -0.06 -0.02
H 2.074485 -3.372705 -4.852737 -0.08 -0.07 0.01
H 2.205535 -4.657313 -3.625945 -0.16 0.04 -0.05
C 4.349643 5.912532 0.863185 -0.11 0.01 0.09
S 5.442977 4.478428 0.972806 0.06 0.04 0.12
O 4.663817 3.367320 1.607313 0.23 0.43 0.06
C 6.530793 5.167458 2.239202 -0.01 -0.03 0.11
H 3.557472 5.689337 0.146141 0.14 -0.06 0.02
H 3.907214 6.120179 1.839775 0.07 -0.08 -0.02
H 4.917166 6.777975 0.516199 0.01 -0.10 -0.01
H 5.953048 5.421318 3.130265 -0.04 -0.06 -0.10
H 7.027759 6.057196 1.847612 -0.05 -0.08 -0.05
H 7.281060 4.417446 2.495288 -0.12 0.02 -0.12
```
Positions in Å, forces in eV/Å.

Atom charges from the natural (NBO) analysis, given in e for atoms 1 to 8: O -0.544; C 0.684; C -0.506; C -0.476; C 0.462; N -0.515; C -0.043; C -0.044



2.
Density functional theory data (ωB97M-V/def2-TZVPD) for one molecule with the formula C20H34N4O3.

Its lowest unoccupied orbital energy is 0.690 eV. Its SMILES is CCN(C[C@@H](C)NC(=O)c1ccn(C)c1)C(=O)COC[C@@H](C)N1CCCC1. Its energy above the lowest of the compared OMol25 structures with the same formula, charge and spin is 2.1 kJ/mol. The electronic energy is -1227.254895 Ha.

XYZ file:
```
61
Properties=species:S:1:pos:R:3:forces:R:3
C 0.124404 0.577975 -3.058423 0.00 0.01 -0.01
C 0.574925 -0.535340 -2.123817 -0.03 0.01 0.00
N -0.470210 -0.968004 -1.197005 -0.03 0.00 0.11
C -1.531225 -1.815353 -1.745346 0.08 -0.03 -0.16
C -1.391325 -3.319686 -1.476328 0.01 0.01 0.20
C 0.041172 -3.829653 -1.594866 -0.02 -0.03 -0.10
N -1.943347 -3.624869 -0.169282 -0.01 -0.01 -0.03
C -2.417591 -4.857747 0.134823 0.01 0.00 -0.02
O -2.396853 -5.781832 -0.668825 0.01 0.01 0.01
C -2.967642 -5.012204 1.498447 -0.02 0.02 0.03
C -3.449245 -6.231600 2.041254 -0.01 -0.01 0.03
C -3.883109 -5.962923 3.309862 0.00 -0.03 -0.01
N -3.692644 -4.627630 3.560451 0.00 0.01 -0.05
C -3.963616 -3.962888 4.816081 0.01 0.00 0.01
C -3.133776 -4.044732 2.465815 0.01 0.00 0.01
C -0.541316 -0.603926 0.100891 -0.07 0.14 -0.06
O -1.408663 -1.031483 0.858617 -0.01 -0.05 0.04
C 0.492828 0.365565 0.655006 0.03 -0.06 -0.01
O 0.526808 1.549844 -0.101536 -0.01 -0.05 -0.03
C 1.502082 2.460193 0.371574 0.01 0.00 0.00
C 1.495654 3.682166 -0.536657 -0.02 0.00 0.01
C 0.126018 4.346571 -0.496387 -0.01 0.00 -0.01
N 2.546522 4.602179 -0.124438 0.02 0.01 0.00
C 2.569715 5.843322 -0.895849 -0.01 0.02 0.02
C 3.908778 6.483882 -0.534732 0.01 0.00 -0.01
C 4.807508 5.293832 -0.138550 0.01 0.00 -0.01
C 3.900064 4.069867 -0.274803 0.01 -0.01 0.02
H 0.938282 0.849207 -3.732704 0.00 0.00 -0.01
H -0.722749 0.266244 -3.670777 0.00 0.00 0.00
H -0.162196 1.458150 -2.485850 0.00 -0.01 0.00
H 0.880085 -1.411389 -2.699269 0.00 0.01 0.01
H 1.443272 -0.216024 -1.554543 0.03 0.02 0.03
H -2.492264 -1.470748 -1.362777 0.00 0.00 0.00
H -1.524132 -1.657073 -2.823717 0.00 0.01 0.00
H -2.008109 -3.842121 -2.211395 0.00 0.00 0.00
H 0.436831 -3.681735 -2.602588 0.00 -0.01 0.00
H 0.693046 -3.320901 -0.882130 0.00 0.00 0.00
H 0.053549 -4.896459 -1.378961 0.00 0.00 0.00
H -1.939498 -2.879011 0.511251 -0.01 0.01 0.00
H -3.471276 -7.178805 1.530457 0.00 0.00 0.00
H -4.317768 -6.603146 4.059517 0.00 0.00 0.00
H -4.227704 -2.923992 4.628841 0.00 0.00 0.00
H -4.802446 -4.449594 5.309552 0.00 0.00 0.00
H -3.096567 -3.994823 5.477361 0.00 0.00 0.00
H -2.906614 -2.989537 2.462104 0.00 0.00 0.00
H 0.200693 0.563648 1.688962 -0.01 -0.01 0.00
H 1.479298 -0.122614 0.666809 0.02 0.02 0.00
H 1.277789 2.764867 1.402206 0.00 0.00 0.00
H 2.481234 1.968069 0.367011 0.00 0.00 0.00
H 1.689554 3.327856 -1.567633 0.00 0.00 -0.01
H -0.650827 3.604020 -0.670321 0.00 0.00 0.00
H -0.037677 4.800158 0.483617 0.00 0.00 0.00
H 0.029535 5.119814 -1.256987 0.00 0.00 0.00
H 2.523428 5.628163 -1.978514 0.01 -0.01 0.00
H 1.721805 6.478153 -0.644948 0.00 0.00 -0.01
H 4.314243 7.054338 -1.369231 0.00 0.01 0.00
H 3.786583 7.169436 0.302754 0.00 -0.01 0.01
H 5.688209 5.205804 -0.773335 0.00 0.00 0.00
H 5.154289 5.397395 0.888673 0.00 0.00 0.00
H 4.117951 3.314443 0.478865 0.00 0.00 -0.01
H 4.024234 3.602683 -1.268273 -0.01 0.00 0.00
```
Positions in Å, forces in eV/Å.

Atom charges from the natural (NBO) analysis, given in e for atoms 1 to 8: C -0.623; C -0.204; N -0.426; C -0.221; C -0.056; C -0.620; N -0.641; C 0.677



3.
Density functional theory data (ωB97M-V/def2-TZVPD) for C20H34N6O16S4 as an isolated structure in a non-equilibrium geometry.

Its lowest unoccupied orbital energy is 0.194 eV. The electronic energy is -3907.429948 Ha.

XYZ file:
```
80
Properties=species:S:1:pos:R:3:forces:R:3
C 4.660569 2.652504 -0.963958 0.68 -0.32 -0.18
C 3.242462 2.409309 -0.778786 -1.80 0.80 0.33
N 2.099016 2.260577 -0.634607 1.79 0.03 -0.18
H 5.069428 1.660265 -0.795610 0.58 -0.13 -0.14
H 5.147492 3.314897 -0.217660 -0.80 -0.20 -0.46
H 4.873639 2.929726 -2.018299 -0.21 -0.04 0.81
C -1.952555 3.904994 1.031956 -1.69 -0.83 0.08
C -2.371920 3.640443 -0.359660 1.12 0.85 2.90
N -2.629443 3.411397 -1.436486 -0.60 -0.39 -2.14
H -1.080757 4.459569 1.132282 1.60 1.40 -0.51
H -1.667435 2.976786 1.511043 -0.48 -0.43 0.08
H -2.729007 4.414935 1.627954 0.18 -0.48 -0.44
C 3.423189 -0.797753 -3.898229 -0.90 1.70 -1.40
C 3.739680 0.661815 -3.931029 0.39 -0.76 0.19
N 4.126476 1.744706 -3.916330 -0.34 -0.26 -0.15
H 3.488316 -1.185359 -4.930916 0.18 -0.01 0.63
H 2.402036 -0.917323 -3.558147 -0.26 -0.04 0.07
H 4.060871 -1.289663 -3.219549 0.91 -0.64 0.56
C -0.021912 -1.446186 -5.901708 0.06 -0.06 0.09
C -0.200824 -0.505503 -4.792156 0.29 -4.04 -4.52
N -0.318044 0.235316 -3.976831 -0.56 3.70 4.34
H 0.588916 -2.277182 -5.574540 0.29 -0.15 0.16
H 0.499029 -0.918869 -6.694540 -0.03 -0.05 -0.21
H -0.943488 -1.897975 -6.280963 -0.02 0.49 0.20
C -3.477688 1.668466 4.570590 0.86 -0.74 -0.27
C -2.299546 2.547212 4.394771 0.21 0.84 -0.51
N -1.400288 3.254409 4.196571 -1.31 -1.09 0.35
H -3.304993 0.760428 3.965377 -0.12 0.45 -0.05
H -4.442121 2.102991 4.280831 0.51 0.14 0.20
H -3.458572 1.287192 5.588508 -0.33 0.28 0.21
C -1.635456 -5.101077 2.307426 -0.64 1.00 0.40
C -0.196706 -5.235409 2.292078 -5.62 0.35 -0.09
N 0.907661 -5.281330 2.249459 6.07 -0.31 -0.30
H -2.124083 -6.066908 2.273932 -0.07 -0.12 -0.51
H -1.974133 -4.367079 1.525619 0.23 -0.95 0.67
H -1.907614 -4.699544 3.293408 0.02 0.15 -0.29
C 2.556424 -5.259744 -0.618940 -0.02 0.83 0.27
C 1.950584 -3.837329 -0.562030 -0.17 -1.29 -3.18
O 2.646778 -3.223721 -1.781574 -0.64 0.23 1.52
S 2.761245 -4.259791 -2.973083 -0.78 -0.46 1.64
O 3.981651 -3.936951 -3.642635 -0.74 -0.73 0.14
O 1.504010 -4.338446 -3.665507 1.00 0.06 0.01
O 2.848984 -5.603052 -2.009133 -0.21 1.42 -0.36
H 1.859605 -5.924720 -0.154530 -0.52 -0.74 -0.32
H 3.459027 -5.356382 -0.053581 0.76 0.21 0.15
H 2.037611 -3.242895 0.324918 0.74 0.28 0.19
H 0.876514 -3.907232 -0.819026 0.49 0.20 0.05
C 1.536063 3.496962 3.757908 0.57 0.30 -0.92
C 1.866516 2.195784 2.979983 0.79 1.16 0.88
O 3.220697 1.911896 3.385948 0.50 -1.39 0.38
S 4.050655 3.240610 3.686941 -1.66 -0.64 -2.24
O 4.324554 3.776004 2.388599 0.98 0.24 0.29
O 5.017754 3.060337 4.692451 0.40 -0.19 0.05
O 2.830075 3.981168 4.249053 -1.72 1.28 1.17
H 0.858938 3.342791 4.585927 0.36 0.04 0.25
H 1.086076 4.232138 3.081699 0.29 0.06 0.31
H 1.841295 2.310348 1.901299 -0.17 -0.04 -0.05
H 1.227079 1.435479 3.376184 -0.16 -0.80 -0.20
C -4.236403 0.710243 -0.905449 -2.62 -0.06 1.32
C -5.733790 0.778940 -1.165274 -1.60 0.04 -0.77
O -6.386515 1.526190 -0.083963 2.16 -0.42 2.25
S -5.356973 1.429716 1.275053 1.00 -0.53 -2.39
O -5.827281 0.597392 2.332396 -0.51 0.74 -0.30
O -4.799297 2.730972 1.526821 -0.96 -0.76 0.03
O -4.227464 0.520168 0.540831 -0.25 0.90 -0.11
H -3.835721 1.592419 -1.292447 1.24 1.50 0.26
H -3.773769 -0.119948 -1.343465 0.55 -1.33 -0.45
H -6.214896 -0.225686 -1.172099 0.36 0.70 -0.26
H -6.000694 1.413318 -2.048807 0.35 -0.99 0.47
C 0.329509 -0.735213 -0.824774 -2.12 0.83 -0.64
C -0.458201 0.622654 -0.623038 2.53 -1.90 0.12
O -1.536570 0.292564 0.209117 -1.27 -0.54 0.82
S -1.447341 -1.199263 0.761311 0.39 1.25 1.46
O -2.197332 -2.053939 -0.064401 -1.41 -0.91 -0.62
O -1.576500 -1.209444 2.185118 -0.27 -0.03 -0.81
O 0.042464 -1.430944 0.410920 1.59 -0.08 -0.11
H 1.393470 -0.606543 -0.940249 0.13 -0.08 -0.03
H -0.199009 -1.232444 -1.649641 0.76 -0.41 0.09
H -0.752481 1.029710 -1.559741 -0.33 0.55 -0.51
H 0.260432 1.165125 -0.060869 -0.02 1.39 0.25
```
Positions in Å, forces in eV/Å.

Atom charges from the Löwdin analysis, given in e for atoms 1 to 8: C -0.073; C -0.244; N 0.165; H 0.080; H 0.089; H 0.062; C -0.061; C -0.241



Which formula does entry 2 have?
C20H34N4O3